[1]
This record from the OMol25 dataset describes a 11-piece molecular cluster, BF4H20O10 overall at a distorted geometry. The level of theory is the ωB97M-V functional and the def2-TZVPD basis.

- spin multiplicity = 1
- charge = -1
- relative energy (zero: lowest compared OMol25 entry of this formula, charge and spin) (kJ/mol) = 95.7
- strongest force on any atom (Eh/bohr) = 0.0700
- energy (eV) = -32355.8116

Geometry (Å):
H1 -0.458 -2.814 -2.135
O1 -2.208 -0.279 2.309
F1 0.160 -0.269 0.827
H2 -1.565 3.449 0.976
O2 2.427 0.029 -2.984
H3 1.783 2.393 -1.997
O3 -2.162 4.106 1.335
H4 0.317 2.415 -1.621
F2 -0.070 1.817 -0.075
F3 0.123 -0.042 -1.416
B1 -0.264 0.478 -0.234
H5 0.805 -2.528 1.491
O4 0.934 2.734 -2.279
H6 3.757 -0.335 -0.065
O5 0.138 -2.781 -1.387
H7 0.204 -1.851 -1.173
H8 -1.121 -1.719 2.586
H9 2.711 -1.401 0.184
H10 -1.826 -3.058 2.540
H11 1.303 1.281 1.655
H12 1.475 0.069 -2.892
H13 -2.848 4.194 0.673
F4 -1.620 0.426 -0.174
H14 2.758 0.099 -2.089
H15 -1.807 0.013 1.491
H16 -3.111 -0.428 -2.399
O6 -0.957 -2.658 2.502
H17 1.256 -3.327 0.287
H18 -2.212 0.527 -1.644
O7 1.584 -2.903 1.080
H19 -3.123 -0.446 2.082
O8 -2.756 0.460 -2.428
O9 3.027 -0.792 -0.484
O10 1.935 1.520 2.333
H20 1.411 1.620 3.127

[2]
This record from the OMol25 dataset describes a 11-piece molecular cluster, BF4H20O10 overall at a distorted geometry. The level of theory is the ωB97M-V functional and the def2-TZVPD basis.

- spin multiplicity = 1
- charge = -1
- relative energy (zero: lowest compared OMol25 entry of this formula, charge and spin) (kJ/mol) = 251.5
- strongest force on any atom (Eh/bohr) = 0.0687
- energy (eV) = -32354.1972

Geometry (Å):
O1 6.757 0.621 1.092
F1 0.249 -0.960 -1.244
F2 1.353 0.233 0.247
O2 -5.479 0.144 -0.310
O3 -6.513 5.231 -0.069
F3 -0.236 -1.131 0.890
H1 -0.187 1.750 4.439
H2 7.362 -0.071 0.827
H3 -1.630 -5.008 2.276
H4 3.030 -3.644 3.538
H5 -5.684 0.422 -1.202
H6 -1.568 2.274 -4.815
H7 -1.058 -6.243 2.939
H8 -4.532 0.261 -0.233
H9 5.672 1.164 -4.025
H10 -5.660 4.841 0.123
H11 -1.753 -5.903 -1.837
O4 3.574 -3.806 4.308
F4 -0.684 0.777 -0.274
O5 5.154 1.943 -3.820
H12 -2.405 -6.833 -0.836
O6 -0.193 2.209 5.279
H13 5.063 1.927 -2.867
H14 5.899 0.318 0.793
B1 0.134 -0.309 -0.081
O7 -1.821 3.184 -4.975
H15 0.847 3.647 -1.722
O8 -2.437 -6.567 -1.755
H16 1.693 4.109 -2.890
H17 3.103 -4.481 4.797
H18 -1.536 3.653 -4.191
O9 -1.778 -5.948 2.382
H19 0.380 1.688 5.841
O10 1.192 4.435 -2.142
H20 -6.306 6.068 -0.485

[3]
This record from the OMol25 dataset describes a 12-piece molecular cluster, BF4H22O11 overall at a distorted geometry. The level of theory is the ωB97M-V functional and the def2-TZVPD basis.

- spin multiplicity = 1
- charge = -1
- relative energy (zero: lowest compared OMol25 entry of this formula, charge and spin) (kJ/mol) = 134.4
- strongest force on any atom (Eh/bohr) = 0.0719
- energy (eV) = -34435.4181

Geometry (Å):
O1 1.383 -1.195 2.519
O2 1.022 3.184 3.459
H1 0.771 2.091 -3.150
O3 2.152 -2.945 -0.665
H2 1.158 4.148 3.431
F1 -0.428 0.712 1.574
H3 -1.648 2.090 -1.214
O4 -0.469 -3.701 -0.390
H4 0.867 -0.390 2.732
O5 2.662 0.026 -0.160
H5 -2.910 0.499 -1.644
H6 0.868 3.664 0.586
H7 1.252 -3.058 -0.463
H8 2.286 -3.114 -1.584
H9 1.821 -0.409 0.040
O6 -0.907 -2.998 2.246
O7 -1.731 2.956 -1.633
H10 1.112 2.896 2.557
O8 0.613 1.645 -2.322
F2 -1.999 -0.845 1.112
O9 -0.332 -0.904 -2.550
H11 -0.077 2.213 -1.985
H12 -1.660 -2.510 1.889
H13 -0.105 0.002 -2.642
H14 -2.296 -0.310 -2.800
B1 -1.015 -0.025 0.588
O10 1.197 2.796 0.946
O11 -3.116 -0.192 -2.315
H15 -0.703 -3.460 0.499
H16 -1.286 3.625 -1.117
H17 0.944 -1.474 1.697
F3 -1.353 0.798 -0.415
H18 3.334 -0.576 0.067
H19 -1.201 -3.447 -0.958
H20 -0.363 -0.924 -1.556
F4 0.061 -0.804 0.129
H21 -0.366 -2.302 2.566
H22 0.460 2.241 0.927

[4]
This record from the OMol25 dataset describes BF4H6O3Rb as an isolated structure. The level of theory is the ωB97M-V functional and the def2-TZVPD basis.

- spin multiplicity = 1
- charge = 0
- strongest force on any atom (Eh/bohr) = 0.0154
- energy (eV) = -18449.8049

Geometry (Å):
F1 1.040 2.498 -0.900
H1 -2.195 -1.670 -2.327
F2 -1.111 2.046 -0.244
F3 -0.192 4.089 0.246
F4 0.600 2.204 1.330
B1 0.085 2.739 0.126
H2 -0.676 -3.295 2.420
O1 -0.472 -2.383 2.650
H3 -0.175 -2.420 3.564
H4 2.946 0.207 -1.885
H5 1.842 1.067 -1.219
Rb1 -0.074 -0.586 0.430
H6 -2.045 -2.744 -1.256
O2 -1.695 -1.894 -1.536
O3 2.122 0.143 -1.399

[5]
This record from the OMol25 dataset describes BGaH7NO4P as an isolated structure at a distorted geometry. The level of theory is the ωB97M-V functional and the def2-TZVPD basis.

- spin multiplicity = 1
- charge = -1
- strongest force on any atom (Eh/bohr) = 0.0264
- energy (eV) = -72139.9881

Geometry (Å):
O1 0.861 -1.160 2.443
O2 1.471 1.322 -0.703
Ga1 -0.512 -1.206 -0.333
H1 2.099 0.659 -2.808
H2 -0.572 0.665 3.137
H3 -2.096 -1.299 -0.653
H4 -1.373 0.983 1.754
O3 1.250 0.197 -2.882
P1 0.468 0.606 -1.519
H5 -1.502 1.307 -1.690
O4 -0.667 1.681 -2.015
B1 -0.202 -0.661 1.679
H6 0.190 -2.553 -0.821
H7 1.660 -0.782 2.041
N1 -1.077 0.242 2.369

[6]
This record from the OMol25 dataset describes a 11-piece molecular cluster, BH24O10 overall at a distorted geometry. The level of theory is the ωB97M-V functional and the def2-TZVPD basis.

- spin multiplicity = 1
- charge = -1
- relative energy (zero: lowest compared OMol25 entry of this formula, charge and spin) (kJ/mol) = 73.2
- strongest force on any atom (Eh/bohr) = 0.0610
- energy (eV) = -21542.3418

Geometry (Å):
H1 -19.074 -0.286 -14.280
H2 -14.401 -2.616 -14.439
O1 -17.219 -3.238 -17.487
H3 -18.124 -3.151 -17.727
H4 -14.753 2.003 -13.978
B1 -17.160 -0.116 -16.197
H5 -13.153 -3.105 -13.799
H6 -15.572 1.449 -17.083
H7 -15.671 2.602 -15.024
H8 -16.524 -0.886 -12.202
H9 -17.115 0.941 -15.556
H10 -13.788 0.158 -14.685
O2 -15.242 2.322 -17.157
H11 -16.126 -0.712 -15.943
H12 -14.797 0.098 -13.486
H13 -14.339 2.208 -16.830
O3 -15.319 2.760 -14.176
H14 -14.714 0.653 -18.525
H15 -20.027 -3.150 -12.822
H16 -17.037 -2.425 -17.015
H17 -16.795 -3.496 -14.304
H18 -19.648 0.673 -13.448
H19 -19.164 -2.361 -13.744
O4 -13.456 -2.603 -14.537
O5 -16.091 -3.059 -13.846
H20 -15.119 -0.459 -17.525
H21 -17.218 0.038 -13.015
O6 -13.979 0.510 -13.823
O7 -19.315 -0.200 -13.347
O8 -19.397 -3.268 -13.570
O9 -16.436 -0.478 -13.024
O10 -14.552 -0.222 -18.218
H22 -16.328 -2.072 -13.767
H23 -17.333 0.194 -17.395
H24 -18.065 -0.876 -15.855

[7]
This record from the OMol25 dataset describes a 12-piece molecular cluster, BH26O11 overall at a distorted geometry. The level of theory is the ωB97M-V functional and the def2-TZVPD basis.

- spin multiplicity = 1
- charge = -1
- relative energy (zero: lowest compared OMol25 entry of this formula, charge and spin) (kJ/mol) = 77.5
- strongest force on any atom (Eh/bohr) = 0.0324
- energy (eV) = -23622.2412

Geometry (Å):
H1 21.929 -11.113 5.670
O1 20.814 -8.242 6.449
H2 21.215 -9.889 8.156
H3 20.428 -14.086 7.220
O2 23.727 -9.746 6.258
B1 20.582 -10.727 8.624
H4 20.556 -12.793 8.888
H5 21.863 -7.896 10.344
O3 21.718 -11.917 5.176
H6 19.970 -11.354 10.445
H7 23.517 -11.024 7.425
O4 17.766 -9.570 7.965
O5 18.632 -8.393 11.163
H8 20.867 -9.010 7.062
H9 21.306 -9.240 9.833
H10 20.749 -7.477 7.027
H11 22.591 -11.477 8.573
H12 18.678 -9.926 8.029
H13 18.710 -11.741 11.203
H14 17.506 -10.406 10.980
H15 18.728 -7.525 10.765
H16 21.169 -13.853 9.813
H17 19.789 -10.172 9.243
H18 20.046 -11.383 7.847
H19 17.774 -8.798 8.539
H20 23.723 -9.027 6.901
H21 22.489 -12.075 4.623
H22 16.766 -10.790 9.704
H23 19.546 -8.741 11.207
O6 23.528 -11.476 8.287
H24 21.228 -11.334 9.349
O7 20.592 -13.764 9.050
O8 20.499 -14.083 6.248
O9 19.674 -11.742 11.295
H25 23.879 -9.316 5.409
O10 17.054 -11.149 10.553
H26 21.074 -13.319 6.047
O11 21.420 -8.695 10.644

[8]
This record from the OMol25 dataset describes a 12-piece molecular cluster, BH26O11 overall at a distorted geometry. The level of theory is the ωB97M-V functional and the def2-TZVPD basis.

- spin multiplicity = 1
- charge = -1
- relative energy (zero: lowest compared OMol25 entry of this formula, charge and spin) (kJ/mol) = 84.1
- strongest force on any atom (Eh/bohr) = 0.0525
- energy (eV) = -23622.1727

Geometry (Å):
H1 -2.022 3.509 -0.065
H2 -0.813 -0.972 -3.337
H3 0.456 1.748 -2.278
O1 2.333 0.483 -2.503
H4 -0.059 -1.147 -2.025
H5 2.541 0.779 -3.392
O2 3.252 1.581 -0.163
H6 -1.113 -0.017 0.157
H7 -0.578 1.443 -1.214
H8 -2.960 0.725 2.554
O3 -3.385 0.843 1.702
O4 -3.192 -0.886 -0.627
B1 -0.330 -0.809 0.217
H9 1.630 -3.109 -1.131
H10 -1.274 -2.358 1.306
O5 -0.019 -1.365 -2.967
H11 1.896 -1.462 3.366
H12 0.511 -0.567 -0.477
H13 1.437 -1.637 -0.772
H14 -0.840 -1.757 -0.077
H15 -1.265 2.545 0.837
H16 0.089 -0.921 1.244
H17 0.506 0.652 1.210
H18 -1.055 -3.229 2.540
O6 2.061 -2.254 -1.190
H19 1.900 1.271 1.139
O7 1.053 1.358 1.593
H20 3.360 2.380 -0.680
H21 -2.268 -0.709 -0.391
H22 2.441 -0.476 -2.534
H23 2.842 0.951 -0.773
H24 1.751 -0.047 2.822
H25 -2.997 1.655 1.350
O8 -1.967 3.206 0.845
O9 -1.745 -2.799 2.031
O10 -0.277 2.145 -1.798
O11 1.786 -0.551 3.646
H26 -3.683 -0.202 -0.166